{
  "formula": "C5H8N4",
  "method": "ωB97M-V with the def2-TZVPD basis set",
  "species": ["H", "N", "C", "C", "C", "N", "N", "C", "N", "C", "H", "H", "H", "H", "H", "H", "H"],
  "xyz": [[-2.46023, -2.27217, -0.27457], [-1.86460, -1.35656, -0.61620], [-0.75510, -1.66296, 0.09976], [0.35860, -0.64124, 0.06859], [1.61264, -1.19858, -0.05334], [2.46108, -0.12412, 0.03224], [1.93303, 0.94514, -0.28248], [0.58601, 0.77046, -0.18371], [-0.26299, 1.73112, -0.45322], [-1.51907, 1.66874, 0.36759], [-0.56296, -2.69569, 0.47273], [1.95836, -2.25813, 0.26487], [3.60122, -0.28332, -0.23464], [0.23854, 2.53001, -0.78999], [-2.33129, 2.36507, -0.15118], [-1.59238, 0.42807, 0.38208], [-1.40085, 2.05414, 1.35148]],
  "forces_ev_per_angstrom": [[0.94, 2.66, -1.86], [1.10, -4.72, 4.53], [-1.89, 2.77, -3.39], [-0.47, -1.81, -0.78], [1.62, -1.23, 3.37], [7.45, -7.21, -1.83], [-4.08, 5.89, -0.09], [2.83, -3.12, -0.11], [-2.29, 1.33, 0.30], [-0.12, -1.26, -2.81], [-0.03, 1.03, 0.15], [-0.63, 2.06, -0.82], [-4.28, 0.77, 1.02], [-0.52, 0.89, 0.32], [1.35, -2.21, 0.93], [-1.36, 3.92, 0.07], [0.38, 0.24, 1.00]],
  "mulliken_charge": [0.243, -0.552, -0.446, 0.772, -0.792, 0.165, -0.849, 0.361, -0.215, -0.562, 0.324, 0.249, 0.300, 0.277, 0.223, 0.240, 0.262],
  "e_lumo_ev": 0.837,
  "e_homo_ha": -0.27633,
  "multiplicity": 1,
  "smiles": "[H]/N=C/c1c[nH]nc1NC",
  "charge": 0,
  "e_above_lowest_kcal_mol": 87.29,
  "max_force_ev_per_a": 10.53
}


{
  "formula": "C5H8N4",
  "method": "ωB97M-V with the def2-TZVPD basis set",
  "species": ["H", "N", "C", "N", "C", "C", "C", "C", "N", "N", "H", "H", "H", "H", "H", "H", "H"],
  "xyz": [[1.32118, 0.17557, 1.55484], [2.28675, 0.09126, 1.20303], [2.26695, -0.39731, 0.02781], [1.17466, -0.69314, -0.77720], [-0.13397, -0.53118, -0.30416], [-1.13810, -1.42103, 0.01073], [-2.27504, -0.65404, 0.38770], [-1.92618, 0.66116, 0.29281], [-0.62756, 0.75105, -0.12532], [0.03923, 1.95663, -0.36120], [3.21197, -0.62672, -0.45768], [1.33477, -1.33419, -1.55003], [-1.05810, -2.50893, -0.00524], [-3.24595, -1.03182, 0.69187], [-2.46975, 1.58683, 0.46022], [0.39860, 1.94705, -1.31898], [0.84056, 2.02881, 0.27079]],
  "forces_ev_per_angstrom": [[0.31, 0.03, 0.00], [-0.58, -0.12, -0.31], [0.12, -0.17, 0.13], [0.28, -0.25, 0.04], [-0.31, 0.09, -0.01], [0.32, -0.21, 0.01], [-0.15, -0.21, -0.02], [-0.11, 0.94, 0.03], [-0.07, -0.59, -0.05], [0.24, -0.05, -0.17], [0.06, 0.06, -0.08], [-0.12, 0.35, 0.36], [0.01, 0.48, -0.03], [0.30, 0.10, -0.08], [0.08, -0.38, 0.04], [-0.14, 0.00, 0.36], [-0.24, -0.07, -0.20]],
  "mulliken_charge": [0.331, -0.713, -0.049, -0.119, 0.019, -0.619, -0.666, -0.220, 0.462, -0.866, 0.408, 0.272, 0.414, 0.397, 0.392, 0.269, 0.289],
  "e_lumo_ev": 0.817,
  "e_homo_ha": -0.30596,
  "multiplicity": 1,
  "smiles": "[H]/N=C\\Nc1cccn1N",
  "charge": 0,
  "e_above_lowest_kcal_mol": 14.98,
  "max_force_ev_per_a": 0.95
}


{
  "formula": "C5H8N4O2",
  "method": "ωB97M-V with the def2-TZVPD basis set",
  "species": ["O", "C", "O", "C", "N", "N", "C", "N", "C", "C", "N", "H", "H", "H", "H", "H", "H", "H", "H"],
  "xyz": [[1.64545, 1.51664, 2.69760], [0.75147, 0.99824, 2.08980], [0.43703, -0.31077, 2.19228], [-0.10916, 1.82077, 1.17368], [-0.16104, 1.86358, -0.07122], [0.64858, 0.86503, -0.80836], [-0.07884, -0.24241, -1.23486], [-0.38688, -0.45648, -2.44193], [-0.98685, -1.82352, -2.42346], [-1.21105, -2.21342, -0.95823], [-0.36346, -1.25232, -0.22581], [-0.20270, -0.48197, 1.45982], [-0.80715, 2.56758, 1.58357], [0.85717, 1.26624, -1.72613], [-1.85397, -1.89871, -3.10531], [-0.27019, -2.48362, -2.91166], [-2.26253, -2.02559, -0.73412], [-1.00480, -3.28033, -0.81064], [0.53056, -1.68712, 0.07514]],
  "forces_ev_per_angstrom": [[-0.37, -0.20, -0.10], [0.55, -0.49, 0.39], [-0.08, 1.07, -0.30], [-0.82, 0.64, 0.74], [0.37, -0.95, -2.22], [0.08, 0.71, -0.15], [0.07, -0.69, 1.06], [-0.89, -0.94, 0.74], [0.49, -0.06, -1.49], [-0.71, 0.21, -0.77], [0.49, -0.19, -0.44], [0.03, -0.54, 0.23], [0.61, -0.32, 0.50], [0.16, 0.69, 0.59], [0.08, 0.34, 0.71], [0.31, -0.14, 0.07], [0.08, -0.06, 0.38], [0.19, 0.46, 0.38], [-0.66, 0.46, -0.31]],
  "mulliken_charge": [-0.518, 0.590, -0.473, -0.165, -0.465, -0.047, 0.123, -0.548, -0.439, -0.555, -0.356, 0.598, 0.372, 0.410, 0.326, 0.270, 0.277, 0.305, 0.294],
  "e_lumo_ev": 0.601,
  "e_homo_ha": -0.34944,
  "multiplicity": 1,
  "smiles": "O=C(O)/C=N\\NC1=NCCN1",
  "charge": 0,
  "e_above_lowest_kcal_mol": 65.25,
  "max_force_ev_per_a": 2.44
}


{
  "formula": "C5H8NO",
  "method": "ωB97M-V with the def2-TZVPD basis set",
  "species": ["C", "C", "C", "C", "C", "N", "O", "H", "H", "H", "H", "H", "H", "H", "H"],
  "xyz": [[0.17138, 1.00194, 0.27693], [1.38407, 0.32250, 0.46072], [-0.67902, 0.56630, -0.93369], [-1.23836, -0.72880, -0.38028], [-2.31274, -0.73986, 0.40886], [1.99149, -0.40366, -0.46043], [3.36374, -0.73772, -0.04187], [-0.33356, 1.45391, 1.07923], [1.97050, 0.48677, 1.36715], [-1.55237, 1.24036, -1.00105], [-0.09497, 0.53173, -1.97756], [-0.70207, -1.61356, -0.56928], [3.74673, 0.14386, 0.28032], [-2.73794, -1.57720, 1.00841], [-2.97689, 0.05342, 0.48255]],
  "forces_ev_per_angstrom": [[1.58, -1.04, -1.87], [-0.01, 0.88, -0.52], [0.24, 0.29, -0.26], [-0.83, 0.82, -0.35], [-0.38, -2.22, 0.13], [-0.01, -0.30, -0.15], [0.46, 1.79, 0.81], [-0.53, 0.36, 0.97], [-0.15, 0.12, 0.35], [0.42, 0.04, -0.34], [-1.20, -0.19, 2.43], [0.93, -0.96, 0.12], [-0.69, -1.75, -0.70], [0.93, 0.12, -0.74], [-0.76, 2.03, 0.11]],
  "mulliken_charge": [-0.729, -0.099, -0.669, -0.171, -0.765, -0.562, -0.447, 0.318, 0.393, 0.304, 0.256, 0.381, 0.287, 0.228, 0.276],
  "e_lumo_ev": 4.282,
  "e_homo_ha": -0.05710,
  "multiplicity": 1,
  "charge": -1,
  "e_above_lowest_kcal_mol": 56.91,
  "max_force_ev_per_a": 2.72
}


{
  "formula": "C5H8NO",
  "method": "ωB97M-V with the def2-TZVPD basis set",
  "species": ["C", "N", "C", "C", "C", "C", "O", "H", "H", "H", "H", "H", "H", "H", "H"],
  "xyz": [[-2.22411, 0.00129, 0.40034], [-1.05771, 0.04721, 0.99591], [0.01262, 0.81418, 0.42579], [1.49800, 0.63906, 0.56943], [0.72387, 0.23706, -0.86092], [0.80456, -1.16087, -1.19099], [0.39229, -1.81980, -0.25080], [-2.72028, -0.92693, 0.28569], [-2.37694, 0.72826, -0.51587], [-0.64123, -0.52840, 1.84009], [-0.51110, 1.71825, -0.09689], [1.73885, -0.30041, 1.07943], [2.27250, 1.35915, 0.94713], [0.69550, 0.98721, -1.65873], [1.39318, -1.79525, -1.96961]],
  "forces_ev_per_angstrom": [[3.18, 1.03, -2.04], [0.06, -1.30, 1.41], [-0.70, 2.00, -3.70], [-1.12, -0.72, -0.08], [1.76, 3.58, 0.77], [0.93, -2.74, 1.85], [-0.55, -1.48, -0.23], [-1.36, -0.64, 1.35], [0.36, -1.17, 2.22], [-2.04, 0.50, -2.26], [1.53, -0.84, 1.84], [-0.32, 0.01, -0.39], [-1.16, 0.04, -1.38], [0.48, -0.24, 0.32], [-1.04, 1.96, 0.34]],
  "mulliken_charge": [-0.186, 0.044, -0.234, -0.850, -0.012, -0.077, -0.452, 0.362, 0.253, 0.385, 0.343, 0.297, 0.301, 0.446, 0.379],
  "e_lumo_ev": -5.912,
  "e_homo_ha": -0.52101,
  "multiplicity": 1,
  "smiles": "C=[NH+][C@H]1C[C@H]1C=O",
  "charge": 1,
  "e_above_lowest_kcal_mol": 90.78,
  "max_force_ev_per_a": 4.27
}


{
  "formula": "C5H8NO",
  "method": "ωB97M-V with the def2-TZVPD basis set",
  "species": ["C", "C", "C", "C", "O", "N", "C", "H", "H", "H", "H", "H", "H", "H", "H"],
  "xyz": [[2.22962, 1.58713, -0.35071], [1.49068, 0.81331, 0.20212], [0.42263, -0.13104, 0.44331], [0.96037, -1.54592, 0.36493], [0.27598, -2.31665, -0.23057], [-0.69612, -0.07835, -0.54978], [-1.95274, 0.47070, -0.05350], [3.06673, 2.23260, -0.35035], [-0.07969, -0.11075, 1.41127], [1.82300, -1.94431, 0.94757], [-0.82123, -1.13457, -0.81609], [-0.15387, 0.29595, -1.32491], [-1.82636, 1.49420, 0.01743], [-2.65289, 0.28588, -0.76185], [-2.08609, 0.08180, 1.05114]],
  "forces_ev_per_angstrom": [[0.26, -0.49, 1.54], [-0.83, 0.59, -0.83], [0.11, -0.49, 0.92], [0.11, -1.04, 0.95], [-0.31, -1.43, -0.97], [1.87, -2.53, -0.32], [1.86, -0.53, 3.51], [0.29, 0.53, -0.78], [0.47, 0.53, 0.37], [-0.13, 0.91, -0.29], [0.31, 1.34, 0.57], [-1.20, 0.90, -0.82], [0.09, 2.23, 0.28], [-2.61, -0.92, -1.56], [-0.28, 0.41, -2.56]],
  "mulliken_charge": [0.085, -0.952, 0.314, 0.097, -0.446, -0.260, -0.893, 0.394, 0.251, 0.398, 0.476, 0.421, 0.424, 0.420, 0.271],
  "e_lumo_ev": -3.873,
  "e_homo_ha": -0.54827,
  "multiplicity": 1,
  "smiles": "C#C[C@H](C=O)[NH2+]C",
  "charge": 1,
  "e_above_lowest_kcal_mol": 65.07,
  "max_force_ev_per_a": 4.01
}


{
  "formula": "C5H8NO",
  "method": "ωB97M-V with the def2-TZVPD basis set",
  "species": ["C", "C", "C", "C", "C", "N", "O", "H", "H", "H", "H", "H", "H", "H", "H"],
  "xyz": [[1.86570, -0.85771, -0.40874], [0.42463, -2.20960, 0.88531], [1.27487, 0.14842, 0.09136], [-1.13751, 1.32234, -1.05761], [-0.81835, 1.42846, 0.38177], [1.19365, -2.08821, -0.11927], [0.39432, 0.71839, 0.74675], [2.73167, -0.97689, -0.99627], [-0.02765, -3.14562, 1.14706], [0.07241, -1.43711, 1.66916], [-0.36798, 1.74877, -1.66047], [-1.06224, 0.25594, -1.17682], [-2.10274, 1.68959, -1.32241], [-1.77421, 1.02149, 1.03394], [-0.66656, 2.38173, 0.78624]],
  "forces_ev_per_angstrom": [[0.28, -1.02, -0.36], [-0.50, 0.93, 1.03], [-2.75, 1.35, 0.95], [1.08, -1.01, 0.46], [-4.08, -0.48, 1.13], [-0.88, -0.24, 1.18], [2.26, -0.66, 0.51], [0.90, 0.44, -0.48], [0.05, -0.77, -0.53], [0.99, -0.55, -1.35], [0.44, 0.61, -0.59], [-0.55, -0.67, -0.95], [-0.62, 0.21, -0.04], [2.88, 0.37, -1.35], [0.49, 1.48, 0.39]],
  "mulliken_charge": [-0.443, -0.124, 0.720, -1.129, -0.110, -0.305, -0.250, 0.419, 0.301, 0.219, 0.346, 0.370, 0.367, 0.283, 0.336],
  "e_lumo_ev": -5.941,
  "e_homo_ha": -0.55420,
  "multiplicity": 1,
  "charge": 1,
  "e_above_lowest_kcal_mol": 101.59,
  "max_force_ev_per_a": 4.26
}


{
  "formula": "C5H8NO",
  "method": "ωB97M-V with the def2-TZVPD basis set",
  "species": ["C", "C", "C", "C", "C", "N", "O", "H", "H", "H", "H", "H", "H", "H", "H"],
  "xyz": [[1.01355, 0.42903, 0.23025], [2.27575, 0.63381, 0.45750], [-1.12921, 0.89320, 0.25982], [-0.21558, -0.22964, 0.20017], [-0.38829, -1.71100, 0.06637], [0.00551, 0.88764, -0.72745], [-2.45344, 0.72869, -0.19792], [2.73149, 1.21110, -0.31935], [2.73435, 0.02495, 1.20378], [-0.90578, 1.85238, 1.27847], [-0.44385, -2.17757, 1.13138], [0.41868, -2.07314, -0.56033], [-1.34437, -2.01257, -0.33023], [0.22794, 1.24387, -1.70741], [-2.97104, 1.56457, -0.37036]],
  "forces_ev_per_angstrom": [[-0.13, 1.18, 0.00], [-0.71, -0.48, -0.75], [-2.17, 4.53, 2.90], [-1.32, -3.90, 1.54], [-0.70, -0.29, 1.48], [1.58, 2.37, -2.50], [1.93, 0.52, 0.23], [0.95, 0.60, 0.39], [0.69, 0.02, 0.25], [-0.91, -3.14, -3.41], [0.75, 0.91, -1.73], [0.12, -0.45, 0.28], [-0.32, 0.25, -0.51], [-1.01, -1.19, 1.32], [1.24, -0.94, 0.50]],
  "mulliken_charge": [0.269, -0.767, 0.046, 0.686, -1.258, -0.174, -0.455, 0.260, 0.298, 0.321, 0.322, 0.386, 0.367, 0.329, 0.370],
  "e_lumo_ev": -3.272,
  "e_homo_ha": -0.55126,
  "multiplicity": 1,
  "charge": 1,
  "e_above_lowest_kcal_mol": 101.56,
  "max_force_ev_per_a": 5.80
}


{
  "formula": "C5H8NO",
  "method": "ωB97M-V with the def2-TZVPD basis set",
  "species": ["C", "C", "C", "C", "C", "N", "O", "H", "H", "H", "H", "H", "H", "H", "H"],
  "xyz": [[0.60192, -1.14628, 0.43136], [-0.74712, -1.09000, 0.49403], [1.10615, 0.04517, -0.03439], [2.50961, 0.39928, -0.35775], [-2.54530, 0.63315, -0.13589], [-1.25502, 0.03323, 0.14802], [0.15382, 0.94428, -0.21651], [1.28977, -1.91993, 0.65036], [-1.31225, -2.02585, 0.84041], [3.13142, -0.32863, -0.03722], [2.73817, 0.74787, -1.41410], [2.81176, 1.32153, 0.30566], [-3.16816, 0.00067, -0.76891], [-3.07955, 0.85425, 0.81341], [-2.23521, 1.53126, -0.71847]],
  "forces_ev_per_angstrom": [[2.65, 0.33, -0.34], [-1.20, -2.59, 1.01], [-1.12, 0.51, -0.37], [-0.81, 4.92, -0.07], [0.53, 1.10, 0.13], [2.28, 2.08, -0.80], [-3.06, -2.05, 0.35], [-0.07, -0.96, 0.28], [0.21, 1.84, -0.65], [1.95, -2.61, 0.64], [-0.70, -0.72, 1.19], [-0.71, -1.49, -1.19], [0.37, -0.19, -0.06], [0.51, 0.17, -0.69], [-0.83, -0.33, 0.56]],
  "mulliken_charge": [-0.673, -0.073, 0.878, -1.088, -0.708, 0.221, -0.330, 0.383, 0.403, 0.375, 0.319, 0.318, 0.353, 0.311, 0.310],
  "e_lumo_ev": -5.477,
  "e_homo_ha": -0.53800,
  "multiplicity": 1,
  "charge": 1,
  "e_above_lowest_kcal_mol": 54.09,
  "max_force_ev_per_a": 4.99
}


{
  "formula": "C5H8NO2",
  "method": "ωB97M-V with the def2-TZVPD basis set",
  "species": ["C", "C", "N", "C", "C", "C", "O", "O", "H", "H", "H", "H", "H", "H", "H", "H"],
  "xyz": [[1.71393, 0.16421, -2.28432], [1.24692, -0.54413, -1.25514], [1.27074, -1.95632, -1.26909], [0.64756, 0.09052, -0.05405], [-0.81244, -0.25879, 0.21578], [-1.30930, 0.70494, 1.39013], [-1.60043, 0.13654, 2.45827], [-1.30423, 1.91674, 1.09441], [1.61865, 1.24402, -2.23351], [2.13859, -0.16888, -3.22256], [0.76113, -2.43383, -1.97428], [1.21817, -2.38234, -0.36391], [1.29075, 0.03762, 0.84841], [0.75289, 1.18617, -0.07380], [-0.82863, -1.25444, 0.66094], [-1.39756, -0.07586, -0.68215]],
  "forces_ev_per_angstrom": [[-0.22, 0.99, -0.17], [0.29, -0.50, -0.51], [0.80, 0.32, 0.37], [0.65, 1.72, 0.86], [0.75, 0.55, 1.60], [0.22, -0.37, -0.80], [-0.11, -0.01, 0.20], [-0.10, 0.17, 0.12], [-0.09, -0.04, 0.09], [0.03, -0.64, 0.22], [-0.30, -0.18, -0.41], [-0.41, -0.08, 0.14], [-0.29, -1.25, -0.08], [-0.49, -0.07, -0.96], [-0.58, -0.23, -0.59], [-0.16, -0.38, -0.05]],
  "mulliken_charge": [-0.970, 0.576, -0.542, -1.026, -0.335, 0.457, -0.736, -0.720, 0.279, 0.315, 0.199, 0.256, 0.348, 0.367, 0.216, 0.315],
  "e_lumo_ev": 3.756,
  "e_homo_ha": -0.14617,
  "multiplicity": 1,
  "smiles": "C=C(N)CCC(=O)[O-]",
  "charge": -1,
  "e_above_lowest_kcal_mol": 14.42,
  "max_force_ev_per_a": 2.03
}


Respective orbital gap values: 8.4; 9.1; 10.1; 5.8; 8.3; 11.0; 9.1; 11.7; 9.2; 7.7 eV.